9
Properties=species:S:1:pos:R:3:lowdin_charge:R:1 method="wB97M-V/def2-TZVPD" largest_force_ev_per_a=4.90 gap_ha="0.31152 / 0.32146" multiplicity=1 de_lowest_kcal_mol=151.1 total_energy_ha=-1546.2130
C -1.73658 0.19525 -0.81499 0.2016
C -0.07250 0.62607 0.44820 -0.7527
O 2.19008 -0.13609 1.39610 -0.3860
O 0.58126 -1.96284 0.83706 -0.3398
S 1.15775 -0.66530 0.54769 0.2387
Cl 0.61434 2.11261 0.79671 0.6957
Cl 1.73951 -0.53378 -1.41569 0.3718
H -2.25223 1.10947 -0.88319 -0.0271
H -2.22163 -0.74539 -0.91190 -0.0022

=====

8
Properties=species:S:1:pos:R:3:lowdin_charge:R:1 method="wB97M-V/def2-TZVPD" largest_force_ev_per_a=4.31 gap_ha=0.27413 multiplicity=1 de_lowest_kcal_mol=45.9 total_energy_ha=-1471.1408
C 1.62264 0.83831 -0.16697 -0.8155
C 2.71598 0.10150 -0.39132 -0.6935
O 0.56198 1.03579 -1.10172 -0.0300
S 3.97154 -0.81418 -0.32722 0.7761
Cl 0.06234 -1.89413 0.87826 0.2782
Cl 1.47793 1.78933 1.34122 0.6211
H -0.06685 0.40319 -0.89605 0.0179
H 0.90262 -2.52200 1.73364 -0.1543